[1]
Entry from OMol25: a cluster of 4 separate species, C13H22N8O5 in total (ωB97M-V with the def2-TZVPD basis set).

Results
- Energy relative to the best compared isomer or geometry (same formula, charge and spin): 0.0 kJ/mol
- SMILES string: CCNN1C(=O)c2ccccc2C1=O.NC(N)=O.NC(N)=O.NC(N)=O

The geometry in XYZ format:
```
48
Properties=species:S:1:pos:R:3:forces:R:3
C -1.81322 2.32201 0.87322 0.483 -0.117 0.264
C -0.84183 1.47155 0.06499 -0.412 -0.283 0.131
N 0.24856 0.96558 0.91581 0.250 -0.333 -0.424
N 1.56113 1.43327 0.54387 0.102 0.372 0.558
C 1.71334 2.86731 0.70516 0.116 -0.076 -0.121
O 1.29076 3.68739 -0.05848 -0.246 -0.033 0.173
C 2.53697 3.09602 1.91996 0.125 -0.047 0.161
C 2.84354 4.27284 2.58515 0.054 -0.060 -0.058
C 3.62044 4.17168 3.72881 0.156 -0.306 0.155
C 4.08851 2.92704 4.18161 -0.107 0.132 -0.133
C 3.80255 1.75909 3.49075 -0.048 0.049 -0.163
C 3.01520 1.87095 2.35473 0.108 0.185 0.056
C 2.53497 0.82086 1.42158 -0.252 0.040 -0.374
O 2.88625 -0.32013 1.35472 -0.065 -0.319 0.193
H -2.23845 1.70902 1.67163 -0.203 0.023 -0.062
H -1.27309 3.13547 1.36548 -0.109 0.176 -0.153
H -2.61278 2.71576 0.25300 -0.062 -0.011 -0.002
H -0.43932 2.02728 -0.77598 0.119 -0.008 0.016
H -1.38978 0.61146 -0.31728 0.058 0.039 -0.197
H 0.08331 1.17461 1.89740 -0.016 0.298 -0.054
H 2.48104 5.22442 2.22249 -0.018 0.021 0.002
H 3.87795 5.05727 4.29399 -0.039 0.038 -0.021
H 4.68183 2.87217 5.08420 0.010 0.078 0.016
H 4.15562 0.79193 3.81982 0.057 0.000 0.027
N -3.78411 1.26881 -3.91626 0.092 0.028 0.049
C -3.22717 0.40786 -3.01709 -0.071 -0.127 -0.113
N -2.52122 -0.63050 -3.53797 0.192 0.116 0.004
O -3.36267 0.54599 -1.80692 -0.105 -0.033 0.087
H -3.69313 1.16060 -4.90793 -0.008 -0.022 -0.002
H -4.31961 2.03325 -3.55150 -0.020 -0.010 0.012
H -2.11540 -1.27443 -2.88505 0.020 -0.058 -0.052
H -2.42363 -0.81109 -4.51853 -0.111 -0.032 -0.010
N 4.78861 -3.52905 -0.55212 0.026 -0.018 0.036
C 3.65941 -4.29946 -0.45878 -0.033 0.065 -0.009
N 2.71217 -3.82404 0.40335 0.066 0.026 0.102
O 3.51471 -5.32638 -1.09782 0.013 -0.019 0.001
H 4.91206 -2.67489 -0.04246 -0.033 0.022 -0.017
H 5.50664 -3.84128 -1.17698 -0.007 -0.008 -0.014
H 1.86391 -4.34950 0.49020 -0.005 -0.008 -0.023
H 2.82145 -2.96978 0.91991 -0.076 0.068 -0.075
N -4.39814 -2.60039 -1.30064 0.096 0.013 -0.113
C -4.90667 -3.44370 -2.24833 0.041 0.039 0.080
N -5.37298 -4.64287 -1.77608 -0.002 0.007 0.001
O -4.94139 -3.15593 -3.43186 -0.004 -0.009 -0.041
H -4.36272 -2.82289 -0.32468 -0.037 -0.017 0.004
H -4.06150 -1.70107 -1.60351 -0.103 0.115 0.111
H -5.74991 -5.28435 -2.44725 0.004 0.002 -0.013
H -5.35226 -4.89972 -0.80831 0.001 0.004 0.004
```
Positions in Å, forces in eV/Å.


[2]
Entry from OMol25: a cluster of 6 separate species, C13H23B3Cl20O6P in total at a distorted geometry (ωB97M-V with the def2-TZVPD basis set).

Results
- Net charge: +1
- Energy relative to the best compared isomer or geometry (same formula, charge and spin): 681.6 kJ/mol

The geometry in XYZ format:
```
66
Properties=species:S:1:pos:R:3:forces:R:3
C 1.93736 1.58436 3.32758 -0.403 0.444 -0.005
C 2.06839 2.48119 1.95154 -0.719 -0.390 -1.029
B 3.30295 1.93153 0.96649 1.126 1.199 5.506
O 4.63808 1.83623 1.60229 -3.071 -1.527 -1.610
P 2.88673 1.53270 -0.85857 -0.347 -3.263 -1.509
O 2.30341 -0.08041 -1.15251 0.345 3.346 0.999
C 1.06410 -0.37656 -0.41871 -2.532 -2.106 1.552
C -0.26117 -0.61721 -1.35256 -0.004 0.405 -1.486
C -0.18126 -1.99146 -2.28979 0.070 0.493 -0.756
C -1.69591 -0.53535 -0.54707 -0.548 0.267 -0.015
C -1.61597 -0.94106 1.03920 0.243 1.214 0.341
C -2.35673 0.98734 -0.74221 0.540 -1.172 0.533
B 4.57299 1.68811 -1.83249 4.390 0.435 -3.329
O 5.88345 1.84875 -1.17084 -4.019 1.316 -1.221
O 4.56070 1.68647 -3.33532 -2.477 -0.950 4.812
B 1.77088 2.93799 -1.52532 -3.035 4.102 -1.905
O 2.31573 4.33539 -1.38720 0.498 -3.871 -1.886
O 0.46080 2.78542 -2.18902 2.683 0.079 3.248
H 0.79385 1.47676 3.55492 2.232 0.191 -0.295
H 2.36171 0.49726 3.18777 -0.680 2.161 0.380
H 2.44694 2.17924 4.20095 -0.976 -1.680 -1.809
H 2.14960 3.64646 2.16710 0.026 -2.434 -0.332
H 1.05656 2.34143 1.35829 1.716 0.453 1.077
H 4.68855 1.02103 2.18442 0.034 1.448 -0.700
H 0.77282 0.40209 0.40465 0.850 -1.128 -1.575
H 1.25653 -1.40488 0.15558 -0.168 2.297 -1.211
H -0.28099 0.28066 -2.13871 0.087 -1.833 1.774
H 0.06555 -1.65501 -3.40222 -0.460 -0.768 2.349
H 0.67686 -2.72210 -1.97368 -1.777 1.281 -0.399
H -1.24119 -2.52844 -2.35187 2.605 1.127 0.357
H -2.46623 -1.26994 -1.05836 1.927 1.573 0.983
H -1.23402 0.03081 1.61521 -0.708 -2.009 -1.017
H -0.83444 -1.79045 1.26845 -1.808 1.481 -0.535
H -2.68035 -1.17456 1.50917 2.396 0.312 -1.213
H -1.74923 1.73579 -0.03979 -1.399 -1.359 -1.516
H -2.29166 1.29607 -1.87882 -0.241 -0.541 2.377
H -3.46910 0.89621 -0.38573 2.138 0.562 -0.708
H 5.87968 2.70380 -0.64467 0.224 -1.627 -0.420
H 3.62990 1.33719 -3.54416 1.928 0.646 -0.303
H 2.92899 4.47272 -2.19270 -1.229 0.068 1.736
H -0.24713 2.99995 -1.51324 0.700 -0.210 -1.218
C 3.65145 4.82021 5.48199 0.111 0.258 0.275
Cl 4.66482 4.84750 6.94715 -0.321 -0.038 -0.473
Cl 2.07143 4.09171 5.86614 0.309 0.248 -0.014
Cl 3.41086 6.48521 4.89518 0.051 -0.487 0.121
Cl 4.45860 3.85636 4.21947 -0.032 0.257 0.193
C -4.03565 -3.94432 2.51655 -0.049 -0.221 0.115
Cl -4.01735 -4.04939 0.73806 -0.033 0.033 0.464
Cl -2.38983 -4.21247 3.14431 -0.336 0.083 -0.144
Cl -4.60385 -2.32944 3.01027 0.052 -0.371 -0.074
Cl -5.13151 -5.18603 3.17360 0.372 0.542 -0.278
C 5.19777 0.28540 -7.06786 0.250 -0.002 -0.136
Cl 6.21114 0.31269 -5.60269 -0.209 -0.060 -0.444
Cl 3.61776 -0.44310 -6.68371 0.258 0.141 -0.030
Cl 4.95718 1.95040 -7.65467 0.033 -0.409 0.169
Cl 6.00492 -0.67845 -8.33038 -0.275 0.278 0.375
C -4.51124 -1.99337 -3.57375 -0.241 -0.008 -0.224
Cl -5.44175 -0.64945 -2.86493 0.279 -0.334 -0.128
Cl -3.75908 -2.94740 -2.27037 -0.427 -0.012 -0.460
Cl -5.60210 -3.03694 -4.52002 0.361 0.319 0.314
Cl -3.24195 -1.33972 -4.63963 -0.243 -0.137 0.287
C -9.07587 -6.34100 4.52947 -0.171 0.021 0.015
Cl -7.38839 -6.90879 4.59576 -0.432 -0.026 0.081
Cl -9.34307 -5.44883 3.01046 0.097 -0.211 0.359
Cl -10.17649 -7.74044 4.59780 0.329 0.382 -0.021
Cl -9.39556 -5.26586 5.91378 0.107 -0.278 -0.360
```
Positions in Å, forces in eV/Å.


[3]
Entry from OMol25: a cluster of 3 separate species, C13H23BBr2F3O9P2 in total at a distorted geometry (ωB97M-V with the def2-TZVPD basis set).

Results
- Net charge: -1
- Energy relative to the best compared isomer or geometry (same formula, charge and spin): 0.0 kJ/mol

The geometry in XYZ format:
```
53
Properties=species:S:1:pos:R:3:forces:R:3
C -2.30311 -3.08504 -1.44934 -0.032 -0.034 0.029
C -1.16411 -2.40652 -1.30833 0.328 -0.459 0.703
P -1.00305 -0.82028 -0.27774 0.010 -0.708 -0.096
C -1.44996 -1.66779 1.40397 0.364 0.044 -0.003
C -0.73551 -2.96071 1.81515 -0.103 -0.077 0.301
C 0.77355 -2.87429 2.02114 -0.063 -0.285 -0.082
F 1.17688 -1.62079 2.36084 -0.059 0.191 0.080
Br 1.78457 -3.42485 0.44528 0.113 0.110 -0.025
C 1.25547 -3.75098 3.20865 0.126 -0.055 0.022
F 0.54713 -3.43868 4.31217 0.115 0.086 -0.021
F 2.54360 -3.49779 3.48982 -0.094 -0.041 -0.042
Br 1.06046 -5.65729 2.90529 -0.112 0.002 0.060
C -0.66923 0.07235 -2.00726 0.086 -0.133 -0.077
B 0.71711 -0.18773 -2.65376 -0.022 -0.166 0.025
O 1.91608 -0.03582 -1.95119 0.276 0.780 -0.698
O 0.84021 -0.64839 -3.96266 -0.349 0.139 0.013
P -0.76835 1.24025 0.81174 -0.572 0.007 0.021
O -2.00407 2.08962 1.00086 0.005 0.242 0.162
H -2.61956 -3.51413 -2.39639 0.421 -0.944 0.251
H -2.97287 -3.20887 -0.60092 -0.663 0.921 -0.342
H -0.27619 -2.76379 -1.83507 -0.209 0.832 -0.960
H -2.40446 -0.50043 -0.45621 0.011 0.122 0.096
H 0.41991 -0.97550 -0.05602 -0.030 0.082 0.112
H -2.51416 -1.90570 1.33375 -0.019 -0.008 0.004
H -1.34808 -0.96075 2.23275 -0.065 0.043 -0.030
H -0.94849 -3.79037 1.14273 0.068 0.094 -0.166
H -1.13754 -3.25482 2.78926 -0.064 -0.063 -0.024
H -1.45062 -0.26011 -2.69347 -0.078 0.087 0.023
H -0.81977 1.14929 -1.85856 -0.008 -0.023 0.120
H 1.88409 0.75857 -1.40695 -0.171 -0.359 0.511
H 1.44151 -0.10603 -4.48007 0.346 -0.315 0.072
H 0.25249 1.98170 0.12489 0.198 -0.056 0.157
H -0.11731 1.02466 2.06608 0.259 0.080 -0.088
C -3.09265 4.73460 3.97103 0.100 -0.058 -0.088
C -3.87630 3.93382 2.95270 0.214 -0.132 -0.095
O -5.09669 3.66496 3.67052 0.011 0.046 0.016
C -5.25149 4.60103 4.62314 -0.036 -0.004 0.007
O -6.23548 4.75720 5.27726 0.012 0.007 -0.005
O -4.12999 5.35195 4.74686 0.012 0.002 0.015
H -2.45436 5.49438 3.52920 -0.081 0.086 0.031
H -2.49557 4.09918 4.62710 -0.023 -0.018 0.007
H -4.11694 4.51388 2.06148 -0.027 0.016 0.014
H -3.38119 3.01357 2.64955 -0.126 -0.052 -0.042
C 5.47747 -0.41530 -4.24577 0.087 -0.032 0.109
C 5.04243 0.63058 -3.23747 -0.011 -0.185 0.177
O 4.77418 1.76310 -4.07757 0.030 -0.018 -0.009
C 4.50255 1.31567 -5.32263 -0.035 0.056 -0.011
O 4.07954 1.98649 -6.20830 0.008 -0.017 0.004
O 4.77826 -0.00632 -5.42555 0.016 -0.010 -0.008
H 5.19279 -1.42677 -3.97005 -0.132 0.011 -0.094
H 6.55001 -0.38271 -4.44933 0.000 0.022 -0.005
H 4.12620 0.34649 -2.72024 -0.067 -0.010 -0.036
H 5.81165 0.87593 -2.50982 0.036 0.152 -0.091
```
Positions in Å, forces in eV/Å.


[4]
Entry from OMol25: a cluster of 4 separate species, C13H23Br2FO16S4Si in total at a distorted geometry (ωB97M-V with the def2-TZVPD basis set).

The geometry in XYZ format:
```
60
Properties=species:S:1:pos:R:3:forces:R:3
C -1.03885 -1.83583 0.07832 -2.041 1.233 -0.068
C -1.99757 -0.70728 0.38061 0.178 -1.723 -0.314
Si -2.22530 0.87377 -0.70440 -2.501 -1.679 -0.614
F -3.62199 0.76668 -1.78152 2.565 0.711 1.974
C -2.34966 2.36813 0.55040 3.747 2.286 2.656
Br -4.13306 3.21415 1.00914 2.025 -1.048 -0.537
C -1.08920 2.89336 1.21191 -3.181 -2.049 -2.403
C 0.38905 2.25327 0.90106 0.740 0.090 0.244
Br -1.21739 4.41657 2.56218 0.267 -1.834 -1.579
H 0.05736 -1.90526 0.48626 -2.689 -0.725 0.357
H -1.48938 -2.68748 -0.62648 2.078 2.468 0.166
H -2.69189 -0.79787 1.33560 3.096 1.236 -1.276
H -1.01281 1.16449 -1.51214 -0.405 -0.168 0.025
H 0.49247 1.15937 1.36756 -0.484 2.428 -1.048
H 1.27448 2.90239 1.36486 -2.248 -1.251 -0.838
H 0.64788 2.18713 -0.26244 -0.997 0.140 2.541
C 3.97695 -3.18459 -1.55125 0.094 -0.286 0.567
C 2.93853 -4.30275 -1.58493 0.450 -0.299 -0.314
O 1.67704 -3.63947 -1.62365 0.465 0.752 0.068
S 1.84180 -2.23462 -2.43586 -1.881 0.394 -0.075
O 1.41700 -2.45029 -3.80120 -5.866 3.127 12.131
O 1.32699 -1.16668 -1.61070 0.840 -0.684 -0.436
O 3.47061 -2.16803 -2.41462 -0.945 -0.296 -0.309
H 4.06903 -2.76240 -0.54536 0.012 -0.085 -0.058
H 4.95849 -3.52229 -1.89447 -0.223 0.198 -0.134
H 3.00323 -4.95768 -0.71278 -0.199 0.215 -0.073
H 3.03343 -4.90134 -2.49708 0.090 0.010 0.091
C 0.44790 7.17577 4.11271 -0.616 -0.276 -0.130
C -0.23983 8.34894 3.41958 0.322 -0.355 -0.587
O -0.21019 9.41254 4.36861 0.614 -0.253 0.922
S 1.13980 9.27734 5.27397 0.212 0.311 0.184
O 2.14328 10.16052 4.72245 -1.187 -1.124 1.004
O 0.75891 9.29133 6.66721 0.579 0.252 -1.788
O 1.52252 7.74878 4.85571 -0.087 1.133 0.006
H -0.22901 6.68283 4.81793 0.012 0.010 -0.101
H 0.82762 6.43967 3.39909 0.127 0.231 0.216
H -1.26808 8.11781 3.13141 0.116 0.188 0.243
H 0.32229 8.66910 2.53593 -0.070 -0.114 0.033
C -4.79498 -2.91427 5.27530 -0.588 -0.396 -0.029
C -4.51673 -3.66597 3.97636 0.404 -0.385 0.465
O -4.52197 -2.66731 2.95880 -0.035 1.014 0.431
S -3.96861 -1.26759 3.58728 -0.215 0.388 0.107
O -2.56542 -1.14892 3.25853 -1.843 0.024 0.857
O -4.93291 -0.22886 3.30875 1.560 -1.342 0.119
O -4.08928 -1.67981 5.15999 0.394 0.057 -1.009
H -5.86118 -2.68864 5.37946 0.082 -0.080 -0.010
H -4.45356 -3.46802 6.15398 0.110 0.274 -0.150
H -5.26808 -4.43166 3.76908 0.046 0.306 -0.156
H -3.52319 -4.12635 3.99255 -0.109 -0.020 0.067
C 3.44963 -4.91609 -7.61929 -0.065 -0.104 -0.642
C 3.39521 -3.47240 -8.11175 0.584 -0.033 0.172
O 2.17736 -2.94576 -7.58994 -0.639 -0.750 0.045
S 1.86482 -3.65575 -6.15514 0.677 0.640 -0.107
O 2.32901 -2.77583 -5.10567 5.610 -4.226 -11.692
O 0.52571 -4.19579 -6.19464 1.669 0.946 0.330
O 2.92518 -4.88642 -6.29292 -0.306 0.425 0.107
H 2.80751 -5.56361 -8.22505 0.094 0.067 -0.010
H 4.46808 -5.31364 -7.61782 -0.200 0.080 0.230
H 3.40932 -3.40342 -9.20207 -0.243 0.051 0.207
H 4.22167 -2.88395 -7.69939 0.002 -0.101 -0.076
```
Positions in Å, forces in eV/Å.


no.,electronic energy (hartree),orbital gap (hartree)
1,-1322.91741,0.3084
2,-10580.01931,0.2607
3,-7341.56150,0.2472
4,-8842.64805,0.2258